(1)
4
Properties=species:S:1:pos:R:3:forces:R:3:nbo_charge:R:1 method="wB97M-V/def2-TZVPD" multiplicity=1 e_lumo_ev=-0.08 charge=0 mol_weight_g_mol=47.01 homo_lumo_gap_ev=11.18 de_lowest_kcal_mol=6.3
O -0.3931 -1.0502 -0.3335 -1.43 2.13 0.00 -0.372
N -0.7540 0.1224 -0.2524 0.47 -3.06 -0.57 0.382
O 0.2291 0.8517 0.2074 1.87 -1.12 0.81 -0.469
H 0.9180 0.0761 0.3785 -0.91 2.04 -0.23 0.459

***

(2)
156
Properties=species:S:1:pos:R:3:forces:R:3:mulliken_charge:R:1 method="wB97M-V/def2-TZVPD" multiplicity=1 e_lumo_ev=0.46 charge=0 mol_weight_g_mol=847.28 homo_lumo_gap_ev=8.48 de_lowest_kcal_mol=175.6
C 5.5246 8.4176 -2.4643 0.28 0.33 0.09 -1.898
C 4.6713 9.6810 -2.7883 -0.11 -1.54 -0.35 1.677
C 3.1448 9.3045 -2.5782 0.93 -0.10 -1.65 -1.798
C 4.9408 10.8001 -1.7652 -0.99 0.88 0.29 -1.181
C 6.0889 11.7166 -2.0506 1.56 -2.16 2.58 -0.722
C 6.1284 12.1496 -3.4152 -1.40 1.39 -0.60 -1.076
C 6.2201 11.0438 -4.4312 -0.52 0.33 -0.08 1.599
C 6.1801 11.7089 -5.7841 -1.86 -0.53 -2.08 -1.932
C 7.4812 10.2658 -4.3588 0.84 -2.05 -0.14 -1.644
N 4.9255 10.1845 -4.1744 0.31 2.83 -0.13 0.227
O 4.6558 9.3450 -5.2870 1.08 -0.95 0.72 -0.515
H 6.4754 8.6989 -2.0115 -0.18 0.10 0.64 0.421
H 4.9409 7.7776 -1.8027 0.40 -0.19 0.07 0.392
H 5.8998 7.8527 -3.3176 -0.79 -0.05 -0.37 0.351
H 2.5452 10.2040 -2.7178 -0.11 0.00 0.77 0.428
H 2.7588 8.6460 -3.3563 0.37 -0.23 -0.41 0.477
H 3.0026 8.6817 -1.6949 -0.07 0.80 0.42 0.382
H 4.0590 11.4382 -1.7074 -0.35 0.08 -0.40 0.428
H 4.9949 10.4664 -0.7289 0.19 -0.79 -0.13 0.317
H 6.1987 12.5075 -1.3085 -0.50 0.23 -0.09 0.435
H 6.9886 11.1281 -1.8704 0.51 -0.18 0.16 0.327
H 6.8422 12.9734 -3.4171 0.21 -0.14 -1.16 0.354
H 5.1125 12.5058 -3.5862 0.01 0.93 -0.40 0.403
H 5.2970 12.3356 -5.9089 -0.23 0.06 0.28 0.388
H 6.0416 10.9259 -6.5296 -0.15 -0.22 -0.07 0.423
H 6.9648 12.2923 -6.2658 0.80 0.00 1.24 0.351
H 8.4262 10.8075 -4.3176 -0.27 0.49 0.54 0.337
H 7.6280 9.6810 -5.2669 -0.34 -0.16 -0.24 0.404
H 7.3963 9.5050 -3.5829 0.59 0.32 0.17 0.293
H 3.7060 9.2690 -5.4042 -0.22 0.51 0.30 0.352
C -1.8320 -1.5123 -2.0721 -2.41 0.50 -0.75 -1.814
C -0.6463 -1.1924 -1.2245 0.85 -2.53 1.43 1.787
C 0.1656 -0.1575 -1.9310 1.51 0.91 -0.91 -2.039
C -1.0147 -0.7113 0.2183 -0.89 -0.02 -0.99 -1.212
C -1.6001 -1.8244 1.0991 0.31 -0.22 0.00 -0.639
C -0.5641 -2.9569 1.2833 -0.77 1.43 -0.90 -1.250
C -0.2042 -3.5992 -0.0576 0.37 -0.54 0.14 1.584
C 1.0253 -4.5604 0.2668 -0.45 0.61 -0.59 -1.550
C -1.3633 -4.4056 -0.5993 -1.42 -0.11 -1.65 -1.853
N 0.1563 -2.4702 -0.9843 1.34 0.73 0.78 0.173
O 0.9468 -2.8411 -2.1182 -0.88 -0.23 0.40 -0.488
H -2.7403 -1.7352 -1.5122 0.08 -0.22 0.43 0.374
H -2.1545 -0.6362 -2.6346 0.14 0.28 -0.14 0.434
H -1.7879 -2.3021 -2.8220 0.83 -0.10 0.19 0.307
H -0.3404 0.7948 -2.0895 -0.46 -0.02 0.61 0.434
H 1.1280 0.0755 -1.4753 -0.06 -0.08 0.52 0.427
H 0.4507 -0.3858 -2.9580 -0.24 -0.73 -0.05 0.417
H -0.1643 -0.2096 0.6799 0.15 -0.23 0.00 0.379
H -1.7564 0.0588 0.0066 -0.22 0.23 0.41 0.405
H -1.9457 -1.4909 2.0776 0.38 0.48 0.10 0.370
H -2.5290 -2.2122 0.6810 0.06 -0.13 -0.39 0.315
H -0.9670 -3.6647 2.0076 0.48 -0.23 -0.03 0.453
H 0.3728 -2.4752 1.5630 -0.03 -0.18 0.76 0.482
H 1.8638 -4.2520 -0.3575 0.01 -0.50 -0.04 0.278
H 0.7528 -5.6075 0.1348 0.06 0.07 -0.67 0.355
H 1.3704 -4.5637 1.3007 -0.21 0.70 0.15 0.366
H -1.7311 -5.2859 -0.0720 0.33 0.17 0.55 0.423
H -1.2895 -4.7359 -1.6354 1.25 -0.42 -0.14 0.425
H -2.2202 -3.7785 -0.8453 -0.30 0.36 0.99 0.330
H 1.8195 -2.5544 -1.8393 0.18 0.00 -0.19 0.329
C -5.6122 -9.2067 15.6129 -0.78 -0.88 0.16 -0.652
O -6.1202 -8.7409 14.3865 0.55 0.95 -0.34 -0.340
C -5.1852 -8.7229 13.2888 -0.62 -1.00 0.90 -0.474
C -5.5727 -7.6218 12.3766 0.89 1.25 -0.42 -0.606
N -4.6296 -7.4308 11.2797 1.75 -0.46 1.05 -0.224
C -4.2904 -8.6326 10.4955 -1.91 2.07 -0.05 -0.343
C -3.2465 -8.5646 9.4325 0.33 -0.25 -0.53 -0.506
O -3.3618 -9.8477 8.8658 1.74 -1.46 -0.32 -0.292
C -2.2771 -10.2178 7.9662 -1.65 0.54 -0.14 -0.716
H -6.1323 -8.7521 16.4560 0.16 0.73 -0.18 0.239
H -4.5307 -9.1265 15.7233 0.00 0.13 -0.07 0.302
H -5.9361 -10.2406 15.7322 0.51 -0.53 -0.10 0.255
H -5.2805 -9.6913 12.7977 0.51 -0.21 0.05 0.284
H -4.1790 -8.4855 13.6341 0.22 -0.50 0.10 0.333
H -5.3478 -6.7593 13.0040 -1.13 0.46 -0.05 0.360
H -6.6163 -7.7458 12.0874 -0.26 0.27 -0.06 0.245
H -4.7110 -6.5424 10.8062 -0.11 -0.40 -0.17 0.208
H -5.2197 -8.6713 9.9271 -0.17 -1.90 -0.26 0.214
H -4.0451 -9.4745 11.1429 -0.42 0.12 -0.15 0.194
H -2.2273 -8.4140 9.7884 0.08 0.30 0.18 0.382
H -3.4989 -7.8731 8.6286 0.15 0.72 0.18 0.316
H -2.3448 -11.2952 7.8157 -0.08 0.15 -0.05 0.237
H -1.2492 -9.9631 8.2245 -0.13 0.21 0.75 0.296
H -2.5234 -9.6746 7.0538 0.37 -0.26 -0.49 0.283
C -6.0194 8.7248 -3.8376 1.99 -0.51 0.77 -0.789
O -5.1431 7.5030 -3.8422 -2.81 2.69 -1.53 -0.368
C -5.6747 6.6189 -4.8700 0.10 -0.71 1.99 -0.748
C -4.4449 6.2007 -5.6372 -1.46 0.88 -0.31 -0.499
N -3.9904 7.4429 -6.3175 0.40 -1.70 -0.97 -0.262
C -2.7428 7.1622 -7.0895 -0.04 1.04 -0.05 -0.604
C -2.3697 8.2188 -8.2667 -0.92 -0.28 1.76 -0.497
O -1.0005 8.5272 -8.2988 1.06 -0.71 0.37 -0.263
C -0.5104 9.4839 -9.2110 0.06 0.15 -0.31 -0.745
H -5.4141 9.3514 -3.1825 -0.71 0.36 0.22 0.268
H -7.0531 8.5929 -3.5179 0.18 -0.59 0.60 0.332
H -6.1399 9.2509 -4.7846 0.62 -0.42 -0.51 0.346
H -6.5178 7.0006 -5.4458 0.46 0.63 -0.29 0.405
H -6.1361 5.8997 -4.1933 0.09 -1.14 -0.72 0.365
H -4.7034 5.4308 -6.3643 0.12 0.07 -0.25 0.384
H -3.8396 5.7256 -4.8651 0.92 0.25 -0.16 0.306
H -4.0258 8.2127 -5.6645 0.76 -0.03 -0.02 0.219
H -2.9345 6.1734 -7.5063 0.15 0.12 -0.38 0.349
H -1.9080 7.0149 -6.4044 0.45 0.32 -0.10 0.331
H -2.8816 9.1500 -8.0239 -0.56 0.02 -0.17 0.336
H -2.7610 7.7858 -9.1874 0.19 0.22 -0.34 0.280
H -0.6759 10.5273 -8.9428 -0.89 0.11 0.24 0.291
H -0.8497 9.2993 -10.2303 -0.23 0.03 -0.09 0.300
H 0.5791 9.4870 -9.2451 0.08 -0.81 0.24 0.264
C 6.7728 -3.2264 -7.4539 0.89 -0.86 -0.23 -0.555
O 7.2885 -4.0210 -8.5294 -0.22 0.78 0.04 -0.371
C 8.2137 -5.0460 -8.1301 -1.18 0.08 -1.29 -0.671
C 7.7344 -6.4007 -8.7832 0.29 -0.01 0.64 -0.631
N 7.2825 -7.4016 -7.8217 0.06 1.01 1.49 -0.464
C 6.0241 -7.0232 -7.0701 -0.02 -2.73 -1.64 -0.095
C 5.5824 -8.3141 -6.2084 -0.32 0.20 -0.88 -0.741
O 4.3991 -9.0757 -6.6887 0.81 1.75 0.45 -0.373
C 4.6318 -9.9265 -7.7815 0.11 -0.42 -0.48 -0.672
H 6.1775 -3.9278 -6.8691 -0.51 0.64 0.40 0.195
H 6.2615 -2.3317 -7.8091 -0.39 -0.52 -0.33 0.257
H 7.5767 -2.8294 -6.8341 0.26 -0.14 0.21 0.286
H 8.2832 -5.0370 -7.0423 0.05 -0.60 0.04 0.521
H 9.1672 -4.7297 -8.5530 0.23 -0.31 0.13 0.295
H 8.5408 -6.8460 -9.3659 0.29 0.00 0.23 0.398
H 6.9398 -6.2719 -9.5181 -0.15 0.99 -0.12 0.404
H 7.1483 -8.2698 -8.3199 -0.27 -0.08 0.20 0.252
H 5.2690 -6.8646 -7.8401 -0.63 -0.07 -0.01 0.366
H 6.0469 -6.0520 -6.5758 0.68 -0.43 0.55 0.061
H 5.4378 -7.9948 -5.1763 -0.69 -0.21 -0.11 0.329
H 6.3704 -9.0659 -6.1637 0.50 0.35 -0.21 0.404
H 5.0176 -10.8969 -7.4691 0.20 -0.11 0.21 0.294
H 5.2848 -9.5619 -8.5745 0.43 0.52 0.22 0.220
H 3.7202 -10.1307 -8.3430 -0.43 0.18 0.50 0.290
C -5.8379 -5.1993 4.9121 -0.34 1.16 1.19 -0.739
O -5.7129 -4.0058 5.7361 0.22 -0.49 -0.88 -0.343
C -6.7140 -3.7657 6.6737 -1.93 0.48 0.75 -0.606
C -6.4629 -2.3664 7.2970 0.95 -0.65 0.23 -0.648
N -5.1399 -2.5426 7.9602 -0.42 2.56 0.94 -0.311
C -4.4525 -1.2292 8.4667 -0.70 -0.57 -0.33 -0.616
C -3.2727 -1.6007 9.3456 0.98 -2.69 -0.88 -0.468
O -2.4383 -0.6845 9.9397 -1.38 0.88 1.33 -0.383
C -1.8205 0.2019 9.1097 2.40 0.16 -0.99 -0.753
H -6.4668 -5.0041 4.0436 0.33 0.23 -0.29 0.257
H -6.3792 -5.9696 5.4614 0.40 -0.30 0.24 0.327
H -4.8014 -5.4525 4.6892 -0.37 -0.33 -0.30 0.239
H -6.8228 -4.5783 7.3920 0.91 -0.03 0.68 0.364
H -7.7360 -3.8169 6.2982 -0.18 0.49 -1.03 0.451
H -7.1971 -1.9176 7.9662 -0.26 -0.91 0.39 0.432
H -6.4838 -1.6423 6.4825 0.51 0.09 -0.49 0.293
H -4.6518 -2.9675 7.1848 1.17 0.26 0.27 0.266
H -5.0237 -0.5206 9.0664 -1.25 -0.69 0.09 0.397
H -4.1837 -0.5750 7.6373 0.48 -0.27 -0.37 0.310
H -2.6469 -2.2127 8.6960 0.38 -0.42 -0.43 0.362
H -3.4719 -2.3009 10.1568 -0.96 0.13 -0.10 0.304
H -1.6817 1.1559 9.6183 -0.57 0.26 -0.51 0.263
H -2.1145 0.1789 8.0604 -1.09 0.75 0.16 0.323
H -0.8046 -0.1509 8.9316 0.73 -0.13 0.34 0.282

***

(3)
83
Properties=species:S:1:pos:R:3:forces:R:3:lowdin_spin:R:1 method="wB97M-V/def2-TZVPD" multiplicity=2 e_lumo_ev="2.33 / 2.33" charge=-1 mol_weight_g_mol=948.46 homo_lumo_gap_ev="4.73 / 7.98"
Hg 0.2559 1.7072 0.1517 -0.17 0.73 0.08 0.004
Cl 0.1947 3.8574 2.8195 -0.03 0.03 -0.07 0.001
C -0.5205 4.5249 1.3799 -0.01 0.03 0.16 0.000
C -0.5771 3.7452 0.2355 -0.03 -0.21 -0.38 0.001
C -1.1903 4.3196 -0.8707 0.01 -0.08 -0.12 0.000
Cl -1.3198 3.3736 -2.3305 0.02 0.11 0.09 0.000
C -1.7070 5.6127 -0.8666 -0.03 0.01 -0.06 0.000
Cl -2.4526 6.2824 -2.2768 0.03 -0.02 0.06 0.000
C -1.6198 6.3728 0.2966 0.01 -0.03 0.04 0.000
Cl -2.2463 7.9820 0.3304 0.01 -0.04 0.01 0.000
C -1.0295 5.8242 1.4323 0.01 0.01 0.01 0.000
Cl -0.9419 6.7597 2.8846 0.01 -0.05 -0.07 0.000
C 3.2595 -1.5738 -2.9131 -0.02 -0.01 -0.17 0.000
C 2.8045 -1.0102 -1.5713 0.02 0.10 0.07 0.000
C 3.7366 -1.4848 -0.4638 0.05 0.07 0.05 0.000
O 1.4856 -1.4597 -1.2840 0.13 -0.20 -0.06 0.000
C 2.8227 0.5434 -1.6752 -0.20 0.15 -0.06 0.000
O 3.8885 1.1008 -1.9318 -0.31 -0.13 0.22 0.000
O 1.6663 1.1056 -1.5544 0.34 -0.17 -0.14 0.001
H 3.3721 -2.6595 -2.8413 -0.03 0.02 -0.03 0.000
H 4.2150 -1.1252 -3.1949 -0.08 -0.08 0.01 0.000
H 2.5176 -1.3523 -3.6893 0.10 0.01 0.10 0.000
H 3.8248 -2.5759 -0.4983 0.00 0.08 0.02 0.000
H 3.3383 -1.2046 0.5129 0.00 0.05 -0.01 0.000
H 4.7230 -1.0323 -0.5908 -0.06 -0.08 0.01 0.000
H 0.9430 -0.6572 -1.3385 -0.11 0.18 0.03 0.000
O -1.5009 -1.3354 6.3992 -0.06 0.03 -0.14 0.002
C -2.3866 -1.4036 5.2837 0.13 -0.01 0.10 0.006
C -1.7641 -0.7789 4.0728 0.18 0.06 -0.02 0.057
C -2.5872 -0.4906 2.9557 -0.06 -0.05 -0.09 0.111
C -1.9978 0.0986 1.8632 0.13 0.06 -0.07 0.007
N -0.6993 0.4046 1.7856 0.15 -0.27 0.27 0.135
C 0.1299 0.1298 2.8544 -0.02 0.06 -0.05 0.131
C -0.4352 -0.4791 4.0147 0.04 0.03 0.04 0.043
C 1.5111 0.5020 2.7757 -0.13 0.00 -0.10 0.117
C 2.4646 0.1651 3.7782 -0.08 -0.01 0.08 0.047
C 3.7684 0.5589 3.6688 -0.09 -0.01 0.02 0.047
C 4.7972 0.1571 4.6827 0.04 -0.17 -0.15 0.004
O 5.5915 -0.9546 4.2409 -0.04 0.14 0.18 0.003
C 4.1646 1.3168 2.5427 0.10 0.03 -0.07 0.117
C 3.2143 1.5962 1.5871 -0.14 -0.05 -0.11 0.005
N 1.9389 1.2103 1.6774 0.17 -0.27 0.16 0.135
H -1.9769 -1.6244 7.1794 -0.04 -0.06 0.05 0.000
H -3.3275 -0.8896 5.5002 -0.05 0.06 0.05 0.001
H -2.6285 -2.4477 5.0579 -0.04 -0.09 0.00 0.001
H -3.6486 -0.7158 2.9540 0.08 0.05 0.01 0.011
H -2.5852 0.3507 0.9846 0.05 -0.02 0.00 -0.002
H 0.1796 -0.6701 4.8839 -0.06 0.00 -0.09 0.001
H 2.1611 -0.4226 4.6371 0.05 0.03 -0.07 0.002
H 4.3228 -0.1619 5.6077 -0.02 -0.05 0.06 0.001
H 5.4428 1.0113 4.9032 0.09 0.05 0.05 0.000
H 5.8424 -0.7879 3.3272 -0.05 0.02 -0.08 0.001
H 5.1858 1.6642 2.4203 -0.10 -0.02 0.01 0.009
H 3.4784 2.1483 0.6887 -0.04 -0.05 0.03 -0.002
C -1.5617 -2.7830 -0.3492 -0.02 -0.09 -0.22 0.001
N -1.3748 -2.5342 -1.7833 0.20 -0.02 0.22 0.000
C -0.4658 -3.4544 -2.4479 -0.03 0.03 0.07 0.000
P -1.7564 -1.0208 -2.3113 -0.52 0.03 0.19 0.000
O -1.4021 0.1141 -1.4275 0.28 -0.06 -0.04 0.000
N -1.1358 -0.8464 -3.8245 0.30 0.10 -0.33 0.000
C -1.5844 -1.6737 -4.9293 -0.03 0.20 0.07 0.000
C -0.2641 0.2700 -4.1868 -0.06 -0.13 0.02 0.000
N -3.4258 -1.0929 -2.4424 -0.19 -0.05 -0.04 0.000
C -4.1102 0.1553 -2.7581 0.09 -0.04 0.07 0.000
C -4.1995 -2.2857 -2.7393 0.09 0.18 0.06 0.000
H -0.6088 -2.7190 0.1836 0.02 0.04 -0.05 0.000
H -1.9912 -3.7774 -0.1927 0.00 -0.01 -0.02 0.000
H -2.2381 -2.0465 0.0799 -0.01 0.02 -0.02 0.000
H 0.3912 -3.6658 -1.8081 0.01 0.05 0.02 0.000
H -0.0796 -3.0199 -3.3666 0.00 -0.01 0.05 0.000
H -0.9775 -4.3957 -2.6836 -0.02 -0.01 0.00 0.000
H -2.1980 -2.5040 -4.5743 0.05 0.07 -0.02 0.000
H -0.7256 -2.0905 -5.4660 -0.01 -0.03 0.01 0.000
H -2.1745 -1.0899 -5.6479 -0.01 -0.02 0.03 0.000
H 0.0590 0.8083 -3.2982 -0.01 -0.06 0.03 0.000
H -0.7888 0.9652 -4.8545 0.01 -0.04 0.01 0.000
H 0.6295 -0.0949 -4.7045 -0.04 -0.02 0.02 0.000
H -3.4661 1.0049 -2.5217 -0.06 -0.10 0.01 0.000
H -5.0266 0.2482 -2.1674 0.01 -0.02 0.01 0.000
H -4.3884 0.2083 -3.8196 0.02 -0.03 0.00 0.000
H -3.5956 -3.1777 -2.5781 0.00 0.05 0.01 0.000
H -4.5636 -2.2866 -3.7771 0.03 -0.01 0.02 0.000
H -5.0756 -2.3432 -2.0829 0.02 0.02 -0.03 0.000

***

(4)
64
Properties=species:S:1:pos:R:3:forces:R:3:nbo_charge:R:1 method="wB97M-V/def2-TZVPD" multiplicity=1 e_lumo_ev=0.11 charge=0 mol_weight_g_mol=480.45 homo_lumo_gap_ev=9.27 de_lowest_kcal_mol=161.3
N 4.6066 4.6041 -4.0318 3.59 0.40 1.49 -0.832
C 3.4353 4.4204 -4.5683 0.93 3.97 -1.40 0.739
N 2.9391 3.2846 -4.3023 -3.79 -4.82 0.20 -0.813
O 2.9693 5.3404 -5.2157 -1.73 0.46 -0.78 -0.693
H 4.8882 5.5732 -4.0720 0.62 -0.50 0.34 0.412
H 4.9330 3.8851 -3.4020 0.53 0.88 0.19 0.378
H 1.9836 3.1848 -4.6139 0.22 -0.63 0.04 0.410
H 3.4820 2.4819 -4.0177 -0.40 0.25 0.00 0.400
N 0.9033 -1.8056 0.1596 0.19 -3.37 0.98 -0.822
C 1.0934 -0.5459 -0.0962 -0.39 0.02 -0.66 0.747
N 0.0504 0.2376 -0.0218 -2.48 2.29 0.51 -0.836
O 2.1075 -0.1407 -0.5685 3.64 1.15 -1.41 -0.696
H 0.1824 -2.1281 0.7892 0.32 -0.29 -0.24 0.398
H 1.7671 -2.3005 -0.0104 -0.41 -0.65 0.60 0.410
H 0.3297 1.1499 -0.3531 -0.74 0.35 0.61 0.414
H -0.6617 0.0681 0.6741 -0.02 0.47 -0.35 0.384
N 0.3819 6.3382 -1.3129 -2.77 1.91 -2.63 -0.813
C 1.1917 5.8650 -0.4216 -0.40 -2.43 -0.02 0.750
N 2.3529 6.4926 -0.4525 2.79 0.95 1.28 -0.850
O 0.9083 4.8598 0.1962 0.13 -0.71 1.79 -0.685
H 0.6430 7.2228 -1.7247 -0.80 -0.15 -0.10 0.381
H -0.5682 5.9957 -1.3219 0.17 0.23 -0.22 0.418
H 2.6566 6.8636 -1.3415 0.34 -0.07 0.49 0.396
H 2.9933 6.1600 0.2540 0.39 0.18 -0.59 0.403
N -5.3895 4.2826 0.9518 -5.35 -0.12 0.82 -0.827
C -4.1745 4.6293 0.6640 -0.22 2.13 -4.60 0.736
N -3.3724 3.9046 1.3252 4.83 -2.40 3.34 -0.804
O -3.8623 5.3401 -0.2828 0.07 0.58 -0.18 -0.680
H -6.1550 4.6029 0.3761 0.16 0.18 0.48 0.406
H -5.5644 3.8428 1.8441 -0.52 0.06 -0.51 0.375
H -2.3913 4.0347 1.1237 0.05 -0.06 0.66 0.421
H -3.7350 3.5939 2.2152 1.09 -0.36 -0.06 0.374
N -4.2367 -4.9798 3.3283 -2.53 -0.72 2.34 -0.830
C -3.4562 -4.5201 2.3698 0.99 -0.75 -1.40 0.761
N -4.1663 -4.2429 1.2435 -0.29 0.64 -0.79 -0.849
O -2.2515 -4.5080 2.4599 1.14 0.52 -0.21 -0.663
H -3.9081 -5.5193 4.1164 0.26 0.41 -0.34 0.411
H -5.2191 -5.0554 3.1063 0.24 -0.24 0.43 0.371
H -3.6968 -4.0186 0.3778 -0.17 0.15 0.33 0.420
H -5.1745 -4.2166 1.2968 0.40 0.08 -0.43 0.379
N -7.0191 -0.4516 -1.9814 -5.30 -0.16 0.43 -0.810
C -5.7317 -0.5213 -1.9809 1.27 -2.05 -0.49 0.743
N -5.2728 0.6912 -1.9975 3.47 3.69 0.10 -0.832
O -5.0089 -1.4837 -2.0555 0.58 -1.72 0.07 -0.671
H -7.3029 0.5043 -1.8207 -1.14 -0.78 -0.20 0.369
H -7.6951 -1.2013 -1.9486 0.51 0.13 0.07 0.408
H -4.2632 0.6613 -2.0043 -0.08 0.94 0.18 0.412
H -5.8128 1.4948 -1.7103 0.73 -0.07 -0.11 0.381
N 1.9542 -6.7017 0.8475 -3.88 2.22 1.78 -0.817
C 2.9108 -7.4883 0.4473 -4.00 -1.39 -2.51 0.736
N 4.0070 -7.0343 0.8632 8.10 0.69 1.17 -0.823
O 2.7493 -8.3818 -0.3569 0.27 -1.44 -0.64 -0.683
H 0.9729 -6.9194 0.7492 0.36 0.02 0.07 0.404
H 2.2631 -5.9491 1.4460 -0.94 0.04 -0.09 0.380
H 4.7651 -7.3642 0.2832 0.43 0.13 0.62 0.399
H 4.2087 -6.3770 1.6031 -0.34 -0.13 -0.35 0.406
N 5.6219 -1.6426 1.9859 0.93 4.77 -5.16 -0.795
C 5.1883 -2.5067 2.7973 -2.75 -4.35 1.00 0.744
N 6.0786 -2.6555 3.7478 2.65 -0.92 4.29 -0.822
O 4.1982 -3.2325 2.6318 0.06 0.72 0.37 -0.697
H 6.5002 -1.1689 2.1420 -0.54 0.06 -0.32 0.381
H 5.0671 -1.3997 1.1776 0.21 -0.02 0.06 0.418
H 6.8960 -2.0622 3.7486 -0.29 -0.18 0.19 0.367
H 5.9101 -3.0867 4.6454 -0.38 -0.18 -0.51 0.403

***

no.,E_tot (Ha)
1,-205.7330
2,-2739.4077
3,-4610.2665
4,-1802.1715